Density functional theory data (wB97M-V/def2-TZVPD) for a 2-piece molecular cluster, C4H10O2 overall.

Its SMILES is O=CO.CCC. As for the total charge: 0. Its gap between HOMO and LUMO is 11.798 eV. The energy relative to the best compared isomer or geometry (same formula, charge and spin) comes out at 11.3 kcal/mol.

The geometry in XYZ format:
```
16
Properties=species:S:1:pos:R:3:forces:R:3:nbo_charge:R:1
C -0.220933 3.040380 2.724194 -0.4 0.2 0.3 -0.612
C 1.156617 2.455017 2.958381 0.4 -0.6 0.1 -0.397
C 1.184001 0.925436 2.906400 0.7 0.2 -0.2 -0.599
H -0.223426 4.098153 2.482238 0.3 0.2 -0.2 0.210
H -0.809885 2.524761 1.958445 0.3 0.0 0.0 0.202
H -0.778818 2.993081 3.657726 -0.2 -0.2 0.0 0.204
H 1.929904 2.819395 2.281272 -0.2 0.2 -0.3 0.195
H 1.526542 2.704819 3.954235 -0.1 0.4 0.0 0.195
H 2.232527 0.609968 2.952840 -0.1 -0.1 0.0 0.205
H 0.788107 0.542659 1.963826 -0.2 0.0 0.1 0.197
H 0.685548 0.479180 3.760076 -0.3 -0.1 0.0 0.201
O 0.271913 -2.843942 -3.187245 -0.1 0.2 0.0 -0.576
C -0.617260 -2.264950 -2.627784 0.4 -0.4 -0.4 0.641
O -1.694289 -1.753588 -3.247988 0.3 0.3 0.2 -0.677
H -0.616934 -2.095192 -1.554626 -0.4 0.1 0.3 0.119
H -1.466614 -1.746653 -4.190315 -0.2 -0.2 -0.1 0.493
```
Positions in Å, forces in eV/Å.



Density functional theory data (wB97M-V/def2-TZVPD) for C42H83Br20ClIN5OP as an isolated structure.

As for the total charge: +1. Its gap between HOMO and LUMO is 7.607 eV.

The geometry in XYZ format:
```
154
Properties=species:S:1:pos:R:3:forces:R:3:lowdin_charge:R:1
C -0.890615 1.727867 -2.686912 -0.9 -0.4 -1.5 0.012
C -0.143910 2.201400 -1.734004 1.1 0.2 1.0 -0.160
C 0.677151 1.320659 -0.780268 -0.6 1.3 -1.8 -0.158
N 0.623026 -0.095080 -1.273672 0.2 0.0 2.6 0.011
C 1.827635 -0.749036 -1.127022 -0.5 0.1 0.3 -0.340
N 2.660877 -0.619693 -2.101334 1.1 0.4 -0.5 0.021
C 4.010857 -1.175385 -2.122840 0.9 0.6 0.0 -0.130
C 5.085975 -0.081100 -2.237266 -1.6 0.1 0.3 -0.226
N 6.119595 -0.402967 -2.832806 1.6 -0.1 -0.8 0.121
C 2.260537 0.136722 -3.307294 0.1 -0.5 -1.2 -0.151
N 1.329812 -0.717983 -4.047703 0.2 0.3 0.0 -0.080
C 1.194730 -0.292023 -5.457524 -0.7 -0.8 0.2 -0.113
N 2.189229 -1.520772 -0.007057 -1.9 -0.6 0.0 -0.200
P 2.214281 -3.236791 -0.395913 0.4 -0.9 -1.4 0.566
O 1.101185 -3.957768 0.584175 0.8 0.9 0.0 -0.379
I 4.387439 -4.123391 0.426074 -0.3 0.2 0.4 0.426
C 1.374957 -1.195990 1.170945 0.1 -0.2 1.2 -0.585
Cl 2.010440 0.305391 1.985760 0.3 -0.9 -0.5 0.683
C -0.136480 -1.166674 0.908093 -0.6 0.6 -0.4 -0.265
C -0.938142 -0.358723 1.956750 -0.2 -0.9 0.3 -0.227
C -0.844789 -1.093607 3.324560 0.4 0.4 -1.0 -0.152
C -0.480078 -0.760632 -0.551764 -1.0 -0.6 0.3 -0.235
C -1.125936 -1.911453 -1.366611 0.4 0.8 -0.7 -0.128
C -2.638460 -1.990576 -1.104483 0.6 -0.4 -0.6 -0.200
C -3.417452 -0.765392 -1.603422 -1.0 0.1 1.0 -0.191
C -4.701213 -0.571524 -0.737098 -0.4 0.9 -0.8 -0.206
C -4.925830 0.909444 -0.364749 -0.3 -0.1 1.1 -0.179
C -4.216331 1.271558 0.986033 0.5 0.2 -0.6 -0.190
C -3.059857 2.307041 0.824203 -0.7 0.4 0.1 -0.191
C -3.249541 3.511278 1.797281 0.6 -0.7 -0.5 -0.267
C -1.937680 4.213102 2.180342 -2.8 1.3 0.6 -0.320
H -1.081680 0.669917 -2.838358 0.2 0.1 -0.1 0.057
H -1.315905 2.413046 -3.417563 -0.3 -0.1 0.3 0.078
H -0.077004 3.286055 -1.643826 0.3 -0.5 0.3 0.008
H 0.253682 1.449631 0.220687 0.5 -0.4 -0.1 0.027
H 1.716521 1.676167 -0.820040 -0.2 -0.1 0.3 0.118
H 4.124439 -1.829024 -2.995055 -0.1 0.1 0.1 0.139
H 4.271750 -1.765831 -1.241313 -0.5 0.1 0.0 0.023
H 4.932090 0.934312 -1.843532 -0.4 -0.3 0.2 0.126
H 6.771939 0.383703 -2.861527 0.2 -0.2 0.0 -0.010
H 3.138255 0.305308 -3.960061 0.2 0.0 0.8 0.137
H 1.860207 1.125136 -3.070318 -0.3 -0.3 0.1 0.120
H 1.799287 -1.619511 -4.092365 -0.3 -0.1 0.1 0.108
H 0.313636 -0.833113 -5.858891 0.6 0.4 0.0 0.038
H 2.091404 -0.598297 -6.018828 -0.2 0.5 -0.2 0.084
H 0.975098 0.777432 -5.522773 0.2 -0.1 0.0 0.089
H 1.243967 -4.913699 0.508202 -0.1 -0.1 0.2 0.058
H 1.546653 -1.991975 1.903654 0.2 0.3 -0.1 0.087
H -0.498382 -2.199596 1.018694 0.3 0.2 0.0 0.127
H -1.988175 -0.348334 1.625029 0.4 -0.1 0.0 0.093
H -0.625042 0.689385 2.023999 0.0 -0.6 -0.1 -0.018
H -1.802229 -1.158627 3.833806 0.1 0.3 0.0 0.012
H -0.497631 -2.115276 3.129942 -0.2 0.1 0.3 0.009
H -0.077056 -0.629053 3.953751 -0.4 -0.1 0.1 0.062
H -1.279528 -0.012899 -0.461358 0.4 0.0 -0.2 0.122
H -0.621495 -2.875687 -1.211766 -0.1 0.2 0.1 0.095
H -0.981382 -1.639030 -2.425013 0.0 -0.2 0.2 0.113
H -2.798926 -2.196936 -0.036270 -0.2 0.2 -0.2 0.085
H -3.010139 -2.861164 -1.667697 0.1 0.0 0.4 0.091
H -2.859477 0.180845 -1.556412 0.1 -0.4 0.0 0.083
H -3.768591 -0.866484 -2.640430 0.6 -0.1 0.4 0.008
H -5.572987 -0.883415 -1.329222 0.2 -0.3 0.2 0.062
H -4.686212 -1.144917 0.198369 0.1 0.0 -0.5 0.020
H -4.622045 1.602285 -1.162599 0.1 -0.3 0.1 0.106
H -5.994001 1.120324 -0.202748 0.2 -0.3 -0.2 0.106
H -4.958211 1.667222 1.693221 0.2 0.0 -0.2 0.074
H -3.828401 0.352603 1.456111 -0.2 0.2 -0.2 0.054
H -3.125800 2.717033 -0.193527 0.3 -0.2 0.1 0.101
H -2.066940 1.845470 0.935230 -0.3 0.1 0.0 0.054
H -3.924849 4.209608 1.287747 -0.1 -0.1 0.4 0.116
H -3.724943 3.101375 2.699170 0.1 0.7 -0.7 -0.044
H -1.335624 3.634053 2.895659 -2.6 1.4 0.0 -0.114
H -1.313534 4.459056 1.307572 -0.6 -0.2 0.5 -0.043
H -2.213197 5.157495 2.675563 0.1 -0.5 -0.2 -0.031
Br 8.839417 1.889641 -0.978094 -0.1 -0.1 -0.1 0.608
C 9.455757 2.799568 -2.588126 0.2 0.0 0.2 -0.703
C 8.673422 4.058653 -2.845381 0.0 0.0 -0.2 -0.674
Br 6.916165 3.651624 -3.575330 -0.1 0.0 0.1 0.595
H 9.383766 2.083693 -3.402005 0.0 0.1 0.0 -0.009
H 10.502848 3.030119 -2.402833 0.0 0.0 0.0 0.061
H 9.166658 4.664274 -3.602852 0.0 -0.1 0.0 0.064
H 8.514937 4.658168 -1.954488 0.0 -0.1 0.0 0.053
Br 0.265469 5.458854 -0.350694 0.2 0.4 0.0 0.746
C 1.321309 5.348781 1.280870 0.1 0.1 -0.2 -0.620
C 1.725922 3.930117 1.569984 0.3 -0.4 0.3 -0.572
Br 0.236697 2.906432 2.291714 4.7 -1.3 -0.4 0.927
H 0.727568 5.792373 2.073922 -0.1 0.0 0.0 0.032
H 2.198080 5.966808 1.097629 0.0 0.0 0.0 0.065
H 2.495552 3.896826 2.339150 0.0 0.1 0.0 0.068
H 2.076944 3.400679 0.688354 0.1 0.1 0.0 0.038
Br -6.932278 3.376454 3.651248 0.1 -0.1 -0.1 0.633
C -6.455357 1.760080 4.624841 -0.2 0.2 0.0 -0.683
C -5.408499 2.037272 5.670216 0.2 -0.2 0.1 -0.651
Br -3.647753 2.243203 4.867134 0.0 -0.2 0.6 0.703
H -6.137064 1.029017 3.886724 0.0 0.0 0.1 0.007
H -7.379659 1.422917 5.090072 0.0 0.0 0.0 0.061
H -5.316249 1.193820 6.351988 0.0 0.0 0.0 0.060
H -5.601836 2.940681 6.241438 0.0 0.0 -0.1 0.042
Br 0.711172 -4.469780 4.160191 0.1 0.0 0.0 0.648
C -0.199733 -4.799604 5.853610 -0.1 -0.2 -0.1 -0.663
C -1.545796 -4.123046 5.918205 0.0 0.2 0.2 -0.648
Br -1.379088 -2.210771 6.253905 0.0 -0.3 0.4 0.696
H 0.474570 -4.472618 6.640632 -0.1 0.1 0.0 0.006
H -0.314463 -5.880769 5.901934 0.0 0.0 0.0 0.065
H -2.118825 -4.508208 6.759102 0.1 -0.1 0.0 0.061
H -2.126818 -4.233149 5.006753 0.1 0.0 0.0 0.053
Br 0.729694 -3.627098 -8.577589 -0.1 0.0 0.0 0.596
C 0.271783 -2.271792 -9.899250 0.3 -0.2 0.0 -0.690
C 0.276781 -0.894596 -9.293776 -0.3 0.2 -0.1 -0.687
Br -1.318226 -0.583584 -8.221669 0.0 0.0 0.0 0.624
H -0.690479 -2.549474 -10.317663 0.0 0.1 0.0 0.052
H 1.036494 -2.353795 -10.668971 0.0 0.1 0.0 0.060
H 0.249495 -0.133694 -10.071213 0.0 -0.1 0.0 0.060
H 1.131702 -0.716514 -8.648296 0.0 -0.1 0.0 0.039
Br -5.528299 -1.847913 2.661461 0.0 -0.1 0.1 0.694
C -6.616182 -3.354999 2.076132 0.0 0.1 0.2 -0.659
C -5.811887 -4.625101 2.004981 -0.1 -0.1 -0.2 -0.680
Br -4.676330 -4.662902 0.424297 0.1 0.0 0.1 0.641
H -7.056161 -3.073803 1.123565 0.1 -0.1 0.0 0.055
H -7.402321 -3.444530 2.823168 0.0 0.0 0.0 0.061
H -6.468199 -5.487177 1.904622 0.0 0.1 0.0 0.061
H -5.162346 -4.765916 2.863269 0.0 0.1 0.0 0.046
Br -1.659503 7.406485 3.465597 0.0 0.5 0.2 0.703
C -1.894661 7.746387 5.367618 0.3 0.0 -0.1 -0.669
C -2.312323 6.496023 6.096853 -0.3 0.0 0.2 -0.681
Br -4.192894 6.091193 5.792904 0.1 -0.1 -0.1 0.617
H -2.614491 8.553752 5.458843 0.0 -0.1 0.0 0.052
H -0.923693 8.089364 5.719611 0.0 0.0 0.0 0.058
H -2.219516 6.632108 7.172573 0.0 0.1 0.0 0.059
H -1.747691 5.618506 5.795249 0.0 0.0 -0.1 0.050
Br 4.299579 -5.755529 8.223918 -0.1 0.0 0.0 0.619
C 3.797145 -4.438236 6.882597 0.3 -0.1 0.1 -0.706
C 3.781852 -3.045360 7.454487 -0.3 0.2 -0.1 -0.682
Br 2.197175 -2.733352 8.543722 0.1 0.0 0.0 0.617
H 2.835585 -4.744984 6.483744 0.0 0.1 0.0 0.005
H 4.552427 -4.522511 6.103586 0.0 0.1 0.0 0.059
H 3.727785 -2.306767 6.656637 0.0 -0.1 0.0 0.057
H 4.641408 -2.833195 8.082595 0.0 -0.1 0.0 0.051
Br -7.646168 -2.216177 -3.110359 0.0 0.0 -0.1 0.628
C -6.619599 -3.287810 -4.369717 -0.1 -0.1 0.3 -0.681
C -5.138201 -3.084193 -4.191308 0.1 0.0 -0.2 -0.666
Br -4.551684 -1.390824 -4.954461 -0.1 -0.1 -0.2 0.672
H -6.967819 -3.025767 -5.363904 0.1 0.0 0.0 0.052
H -6.891023 -4.319047 -4.152780 0.1 0.0 0.0 0.060
H -4.580541 -3.847003 -4.731525 -0.1 0.0 0.0 0.062
H -4.830248 -3.084147 -3.148574 -0.1 0.0 0.0 0.032
Br 8.215790 0.093727 -5.631612 0.1 0.1 -0.1 0.617
C 9.805942 -1.024930 -5.526164 -0.3 -0.1 0.1 -0.675
C 10.794508 -0.481754 -4.528638 0.3 0.0 -0.1 -0.687
Br 11.756558 1.054640 -5.240011 -0.1 0.0 0.1 0.624
H 10.207472 -1.096805 -6.532074 0.1 0.1 0.0 0.052
H 9.446866 -2.003007 -5.211929 0.0 0.0 0.0 0.061
H 11.561564 -1.221521 -4.309008 0.0 0.0 0.0 0.061
H 10.329091 -0.160990 -3.600735 -0.1 -0.1 0.0 0.037
```
Positions in Å, forces in eV/Å.



Density functional theory data (wB97M-V/def2-TZVPD) for C6H19Br2MnNO4 as an isolated structure.

As for the total charge: 0. Its expectation value of S² is 8.77. Its spin multiplicity is 6. Its gap between HOMO and LUMO (alpha / beta) is 4.188 / 9.154 eV. The energy relative to the best compared isomer or geometry (same formula, charge and spin) comes out at 544.0 kcal/mol.

The geometry in XYZ format:
```
33
Properties=species:S:1:pos:R:3:forces:R:3:mulliken_spin:R:1
Mn 0.035037 0.705632 0.710172 -2.3 10.7 2.3 6.009
Br 1.480384 2.107974 0.703884 7.3 11.9 0.6 -0.028
Br -1.022058 1.236262 2.364496 -4.8 1.8 11.1 0.114
C -2.092946 1.719764 -2.218169 1.3 0.5 -0.8 0.172
C -1.136686 1.130856 -1.207999 -1.9 -1.3 -2.5 -0.623
C 0.246126 0.666043 -1.678693 0.9 2.4 -1.6 0.026
O 1.054762 0.140028 -0.603606 1.4 -3.9 -16.5 -0.320
C 2.061568 -0.795771 -1.041477 1.2 0.0 -1.6 0.221
N -1.084045 1.931082 -0.022546 -3.6 3.7 -4.0 -0.104
H -2.844762 2.294609 -1.677434 -0.2 -0.3 -0.2 0.012
H -2.519656 0.923369 -2.827912 -0.1 0.3 -0.1 -0.113
H -1.498006 2.426042 -2.797238 -0.4 0.2 -0.6 0.007
H -1.619251 0.173849 -1.009548 -0.9 1.1 -0.6 0.245
H 0.810058 1.587040 -1.826468 0.0 0.3 -1.1 0.013
H 0.185031 0.075193 -2.592618 0.0 -0.3 0.3 0.025
H 2.732598 -0.892603 -0.187990 0.6 0.4 -1.1 0.001
H 2.626642 -0.608885 -1.954631 -0.4 0.9 -0.1 0.023
H 1.579124 -1.772304 -1.083107 0.9 0.3 -2.4 0.058
H -0.866382 2.887167 -0.264669 0.8 0.4 -0.1 0.014
H -2.018313 2.052378 0.341528 -0.3 -0.5 0.2 0.018
O -0.889033 -0.532848 0.455843 -8.0 -9.5 -1.2 -3.224
H -1.588643 -0.568554 1.108151 -1.6 -0.1 0.6 0.348
H -1.259608 -0.958862 -0.317083 -1.0 -2.6 -2.4 1.650
C 1.280451 -1.502654 0.986267 -1.7 -3.6 2.9 -0.146
C 0.202582 -2.042217 1.924081 0.8 -1.6 0.0 0.491
O 0.669794 -1.947975 3.239340 -0.5 0.9 0.9 -0.017
O 1.416347 -0.063438 1.044637 11.0 -11.2 12.2 -0.175
H 1.075715 -1.876036 -0.017110 -1.1 0.0 2.5 0.140
H 2.210261 -1.982811 1.291232 0.2 0.2 0.1 -0.043
H 0.055376 -3.114604 1.795995 0.3 -0.3 -1.0 0.082
H -0.783464 -1.625104 1.719560 1.2 -1.1 1.8 0.128
H -0.175116 -1.868099 3.688059 0.3 0.2 1.1 -0.002
H 1.676112 0.095479 1.955053 0.7 0.0 1.3 -0.001
```
Positions in Å, forces in eV/Å.



Density functional theory data (wB97M-V/def2-TZVPD) for a 7-piece molecular cluster, C2H18O6 overall.

Its SMILES is CC.O.O.O.O.O.O. As for the total charge: 0. Its gap between HOMO and LUMO is 11.151 eV. The energy relative to the best compared isomer or geometry (same formula, charge and spin) comes out at 36.1 kcal/mol.

The geometry in XYZ format:
```
26
Properties=species:S:1:pos:R:3:forces:R:3:nbo_charge:R:1
C -1.997900 -1.032718 -1.781731 0.4 0.5 0.7 -0.626
C -0.572567 -1.168348 -2.303506 0.8 0.2 0.4 -0.610
H -2.509923 -0.551491 -2.595287 -1.2 -0.4 -0.1 0.211
H -2.109947 -0.353329 -0.911106 0.3 -0.3 -0.5 0.221
H -2.325356 -2.022720 -1.445612 -0.6 0.3 -0.5 0.203
H -0.400294 -0.625899 -3.261091 0.0 -0.2 0.9 0.200
H 0.127087 -0.835056 -1.514657 0.1 -0.1 -0.7 0.200
H -0.377161 -2.219455 -2.495064 0.3 -0.1 -0.1 0.198
H 1.667767 2.670227 -0.718677 0.0 -0.2 0.2 0.485
H 1.596188 2.057646 -2.120888 -0.2 0.1 0.1 0.466
O 1.137967 2.083974 -1.270067 0.1 0.0 -0.4 -0.951
H -0.424521 -1.958375 1.882500 0.0 -0.7 0.1 0.467
H -1.024552 -1.562149 3.165688 -0.1 -0.9 0.6 0.432
O -0.780419 -2.369252 2.692866 0.2 1.1 -0.6 -0.893
H -1.179281 -0.064550 3.076337 -0.1 0.5 0.0 0.439
H -2.216768 1.042290 3.272284 0.1 -0.1 0.2 0.479
O -1.266362 0.863263 3.321745 -0.3 0.0 -0.3 -0.914
H 3.245147 1.105448 0.665966 0.0 -0.4 0.2 0.474
H 1.978866 0.613487 1.406578 0.1 -0.2 -0.2 0.477
O 2.528709 1.381484 1.242402 0.0 0.7 0.2 -0.949
H -1.295530 2.550133 -0.041140 1.0 -0.3 0.8 0.505
H -1.686918 1.628236 1.341282 1.5 0.5 0.0 0.496
O -1.889341 2.047041 0.510371 -2.3 -0.2 -0.9 -1.008
H 2.961565 -0.365659 -0.955416 -0.3 -0.6 -0.5 0.483
H 3.408555 -1.901129 -0.760170 -0.3 0.2 -0.5 0.488
O 3.404979 -1.013089 -0.403598 0.4 0.4 0.9 -0.971
```
Positions in Å, forces in eV/Å.



Density functional theory data (wB97M-V/def2-TZVPD) for an isolated molecule of C8H14N3OP.

Its SMILES is CN=[P@](N)(NC)Oc1ccccc1. As for the total charge: 0. Its gap between HOMO and LUMO is 9.379 eV. The energy relative to the best compared isomer or geometry (same formula, charge and spin) comes out at 0.0 kcal/mol.

The geometry in XYZ format:
```
27
Properties=species:S:1:pos:R:3:forces:R:3:nbo_charge:R:1
C -4.097051 -0.091599 -0.331116 -1.5 -0.2 0.0 -0.247
C -3.114794 -0.948982 -0.737510 1.0 -1.5 0.0 -0.189
C -3.747304 1.031400 0.413347 -1.6 1.1 0.9 -0.201
C -1.755016 -0.668152 -0.438009 -0.3 -0.4 -1.4 -0.306
C -2.458629 1.380217 0.663596 3.2 -0.2 0.1 -0.266
C -1.438186 0.557967 0.100806 -0.4 -0.3 0.5 0.313
C 2.049516 -2.096173 1.107838 -2.1 -1.5 2.2 -0.408
C 3.580513 1.065866 0.393240 2.1 -0.6 -0.7 -0.420
N 1.445213 -1.396616 0.030276 -0.9 2.1 -1.2 -1.108
N 0.971429 0.202955 -2.020172 -0.7 -0.7 -1.0 -1.180
N 2.238916 1.317679 -0.084694 0.4 -2.2 -0.2 -0.985
O -0.123209 0.948127 0.204758 -0.1 -0.3 0.3 -0.791
P 1.166305 0.069781 -0.401551 0.7 -0.1 1.7 2.288
H -5.186417 -0.332184 -0.480762 1.4 0.3 0.1 0.220
H -3.372517 -1.930741 -1.202476 0.3 1.0 0.3 0.218
H -4.548705 1.637131 0.873798 0.4 -0.4 -0.4 0.216
H -0.915894 -1.330043 -0.739900 -1.0 0.3 0.3 0.241
H -2.000036 2.140701 1.350857 -1.3 -0.3 -0.8 0.232
H 1.378103 -2.927655 1.616852 0.4 1.3 -1.5 0.172
H 2.192176 -1.536860 2.067665 1.0 0.1 -1.1 0.184
H 2.826612 -2.713907 0.694972 1.1 0.2 0.4 0.197
H 4.104327 0.043644 -0.004638 -1.8 2.3 1.4 0.223
H 4.200481 1.854573 -0.094233 0.0 -0.5 0.6 0.194
H 3.609153 1.248098 1.508305 0.5 -0.8 -1.1 0.188
H 0.717231 -0.648922 -2.502765 0.0 0.0 0.0 0.409
H 0.358668 0.965987 -2.288482 0.2 -0.1 -0.1 0.402
H 1.919121 2.157716 0.299992 -1.0 1.1 0.4 0.402
```
Positions in Å, forces in eV/Å.



| no. | maximum force (eV Å⁻¹) | energy (a.u.) |
| --- | --- | --- |
| 1 | 0.8 | -308.8801 |
| 2 | 4.9 | -54578.3621 |
| 3 | 19.9 | -6893.9547 |
| 4 | 2.5 | -538.3762 |
| 5 | 3.4 | -894.0922 |